No. 1
Entry from the OMol25 dataset: C46H115CrF6N10O17S2 as an isolated structure in a non-equilibrium geometry (wB97M-V/def2-TZVPD).

XYZ file:
```
197
Properties=species:S:1:pos:R:3:mulliken_spin:R:1
Cr -0.6523 -1.1709 -0.7367 3.70
C 3.0790 -1.3715 1.0256 0.02
F 3.5472 -1.7483 -0.1614 0.00
F 2.5271 -2.4058 1.6300 0.00
F 4.1919 -1.0545 1.6433 0.00
S 1.9655 0.1832 0.7481 0.02
O 2.4221 1.2086 1.6873 0.01
O 2.1227 0.5517 -0.6294 0.01
N 0.3131 -0.5043 0.8907 0.01
S 0.0214 -0.3556 2.4428 0.06
O -1.1838 -1.1208 2.6176 0.00
O 1.1051 -0.6437 3.3487 0.00
C -0.4151 1.5514 2.6292 0.00
F -1.7575 1.6804 2.1966 0.00
F -0.2942 1.8313 3.9951 0.00
F 0.2575 2.4253 1.8867 0.00
C -2.4360 7.0551 3.3554 0.00
C -2.5018 5.8786 2.3309 0.00
C -2.1632 6.4418 0.9190 0.00
O -3.1186 7.3569 0.3990 0.00
C -2.8886 7.6997 -0.8308 0.00
N -1.5641 4.8870 2.7721 0.00
H -3.2058 7.7390 2.9977 0.00
H -1.4561 7.5290 3.2980 0.00
H -2.7014 6.7747 4.3747 0.00
H -3.4555 5.3508 2.3342 0.00
H -2.0647 5.6673 0.1584 0.00
H -1.2328 7.0080 0.8775 0.00
H -2.9911 6.8566 -1.5140 0.00
H -1.8405 7.9766 -0.9444 0.00
H -3.4549 8.5752 -1.1483 0.00
H -0.6527 4.6948 2.3816 0.00
H -1.5503 4.8347 3.7806 0.00
C 9.5734 -1.3329 -0.2735 0.00
C 8.7192 -0.9207 -1.4565 0.00
C 8.5298 0.6298 -1.5135 0.00
O 7.5595 1.1354 -0.5780 0.00
C 6.3120 0.4930 -0.5796 0.00
N 9.4245 -1.3409 -2.6255 0.00
H 10.6060 -1.0719 -0.5054 0.00
H 9.6160 -2.4213 -0.2323 0.00
H 9.2966 -0.8427 0.6599 0.00
H 7.8112 -1.5146 -1.5600 0.00
H 8.0636 0.8472 -2.4745 0.00
H 9.4423 1.2135 -1.3915 0.00
H 5.8136 0.4017 -1.5447 0.00
H 5.7212 1.2035 -0.0016 0.00
H 6.2333 -0.4500 -0.0386 0.00
H 10.0156 -2.1419 -2.4545 0.00
H 10.0870 -0.6002 -2.8059 0.00
C -1.3086 2.7968 -1.9926 0.00
C -1.1913 1.5916 -1.0938 0.06
C -2.6021 0.9773 -0.7685 0.04
O -2.4429 -0.3275 -0.1680 -0.06
C -3.5853 -0.8328 0.3973 -0.01
N -0.2702 0.7227 -1.6874 -0.08
H -0.3340 3.2839 -2.0214 0.00
H -1.8764 3.5871 -1.5017 0.00
H -1.7136 2.6210 -2.9892 0.00
H -0.6731 1.7571 -0.1492 0.01
H -3.1385 0.8463 -1.7083 -0.05
H -3.2054 1.6404 -0.1484 0.01
H -3.2957 -1.7515 0.9075 0.03
H -4.3703 -1.1332 -0.2966 0.00
H -4.1175 -0.0889 0.9903 0.00
H -0.6200 0.7068 -2.6348 0.02
H 0.6837 1.0545 -1.6813 0.03
C 4.0117 -5.7325 1.2183 0.00
C 5.2339 -5.9775 0.3252 0.00
C 4.9124 -5.7862 -1.2194 0.00
O 5.7567 -6.4636 -2.1140 0.00
C 6.9948 -5.8414 -2.1670 0.00
N 6.3114 -5.0601 0.8296 0.00
H 3.1738 -6.3182 0.8402 0.00
H 3.7236 -4.7269 0.9117 0.00
H 4.1835 -5.8719 2.2856 0.00
H 5.3894 -7.0150 0.6209 0.00
H 4.8166 -4.7269 -1.4576 0.00
H 3.9119 -6.2003 -1.3442 0.00
H 7.5670 -6.3285 -1.3775 0.00
H 6.9136 -4.7561 -2.1055 0.00
H 7.3822 -5.9839 -3.1758 0.00
H 6.9828 -5.5262 1.4230 0.00
H 5.8498 -4.3618 1.3948 0.00
C -0.1029 -4.2374 4.4495 0.00
C -1.1629 -4.9713 3.5637 0.00
C -2.3754 -5.2872 4.4471 0.00
O -3.0731 -4.1166 4.8713 0.00
C -3.9893 -4.2951 5.8926 0.00
N -1.6162 -4.0874 2.4564 0.00
H 0.2782 -4.7177 5.3507 0.00
H -0.5071 -3.3350 4.9081 0.00
H 0.7392 -3.7131 3.9977 0.00
H -0.8464 -5.8814 3.0541 0.00
H -1.8629 -5.9221 5.1698 0.00
H -3.0167 -5.9494 3.8655 0.00
H -4.7519 -4.8339 5.3303 0.00
H -4.3103 -3.3236 6.2683 0.00
H -3.6156 -4.9420 6.6864 0.00
H -2.5727 -4.3927 2.3460 0.00
H -1.7371 -3.1400 2.7848 0.00
C 1.0515 6.6039 -1.4746 0.00
O 2.1698 6.5967 -0.6324 0.00
C 2.8242 5.2843 -0.6400 0.00
C 4.1360 5.1813 0.1394 0.00
N 4.0203 5.3663 1.5520 0.00
C 3.2687 4.3478 2.2537 0.00
C 2.9051 4.6088 3.7379 0.00
O 1.7961 5.4831 3.7995 0.00
C 1.4969 5.6257 5.1875 0.00
H 0.6296 7.5929 -1.6533 0.00
H 0.2168 5.9549 -1.2096 0.00
H 1.2808 6.3543 -2.5106 0.00
H 3.1602 4.9860 -1.6331 0.00
H 2.0503 4.5795 -0.3360 0.00
H 4.8161 5.9951 -0.1124 0.00
H 4.6013 4.2243 -0.0971 0.00
H 3.4421 6.1890 1.6456 0.00
H 3.7581 3.3796 2.1476 0.00
H 2.2840 4.3413 1.7863 0.00
H 3.7537 4.9801 4.3124 0.00
H 2.6184 3.6348 4.1343 0.00
H 2.2496 5.9815 5.8911 0.00
H 1.1625 4.6596 5.5655 0.00
H 0.6387 6.2738 5.3652 0.00
C -5.1223 -4.9319 0.0832 0.00
O -3.7627 -4.4524 0.0927 0.00
C -3.3574 -3.9866 -1.2210 0.05
C -1.7848 -4.1128 -1.1826 0.08
N -1.0238 -3.2143 -0.2335 -0.13
C 0.3327 -3.7750 -0.1904 0.01
C 1.1422 -3.4608 -1.4443 0.02
O 1.2340 -2.0598 -1.6298 0.08
C 1.6210 -1.7756 -2.9763 0.03
H -5.4134 -5.2363 1.0886 0.00
H -5.3020 -5.8269 -0.5125 0.00
H -5.7774 -4.1256 -0.2467 0.00
H -3.6292 -2.9346 -1.3080 0.01
H -3.6942 -4.5587 -2.0855 0.01
H -1.4312 -4.0779 -2.2131 -0.04
H -1.8238 -5.1215 -0.7713 0.00
H -1.3261 -3.5472 0.6709 0.05
H 0.2055 -4.8176 0.1009 0.01
H 0.7047 -3.3707 0.7510 0.01
H 0.7021 -4.0133 -2.2744 -0.03
H 2.0958 -3.9607 -1.2740 0.00
H 1.6949 -0.7385 -3.3035 -0.01
H 0.7894 -2.0861 -3.6089 0.01
H 2.5227 -2.2875 -3.3125 0.00
C -2.9728 3.2232 -9.9368 0.00
O -2.4292 2.3292 -9.0940 0.00
C -1.3840 2.8046 -8.2886 0.00
C -1.1985 1.7475 -7.0922 0.00
N -0.3781 2.0349 -5.8985 0.00
C 0.9776 2.4746 -6.2989 0.00
C 1.8515 2.7905 -4.9812 0.00
O 2.2136 1.5352 -4.2781 0.00
C 3.2472 1.7039 -3.3393 0.00
H -3.8563 2.6608 -10.2388 0.00
H -2.2513 3.2735 -10.7523 0.00
H -3.1155 4.1552 -9.3899 0.00
H -1.5988 3.7824 -7.8575 0.00
H -0.4475 2.8226 -8.8461 0.00
H -0.6607 0.8734 -7.4591 0.00
H -2.1193 1.3822 -6.6376 0.00
H -0.5801 1.3066 -5.2285 0.00
H 0.9598 3.4152 -6.8494 0.00
H 1.3959 1.7158 -6.9602 0.00
H 1.3735 3.6206 -4.4610 0.00
H 2.7269 3.3013 -5.3823 0.00
H 2.8998 2.4528 -2.6276 0.00
H 4.1451 2.1674 -3.7479 0.00
H 3.3290 0.7614 -2.7978 0.00
C -10.4849 -1.2843 2.4092 0.00
O -10.3170 -2.5848 1.9402 0.00
C -9.3550 -2.7036 0.9014 0.00
C -7.9116 -2.3299 1.3002 0.00
N -7.3640 -3.2929 2.2770 0.00
C -6.1307 -2.8213 2.8782 0.00
C -6.3604 -1.7201 3.9158 0.00
O -5.4365 -0.6080 3.7718 0.00
C -4.1560 -0.8580 4.1410 0.00
H -10.5815 -0.6909 1.5000 0.00
H -9.6125 -1.0360 3.0135 0.00
H -11.4563 -1.2537 2.9028 0.00
H -9.6373 -2.0598 0.0684 0.00
H -9.4551 -3.7314 0.5525 0.00
H -7.6775 -1.2958 1.5529 0.00
H -7.4592 -2.5633 0.3364 0.00
H -7.9596 -3.3733 3.0887 0.00
H -5.5699 -2.4678 2.0129 0.00
H -5.4361 -3.5714 3.2563 0.00
H -6.3367 -2.1860 4.9009 0.00
H -7.2742 -1.1459 3.7628 0.00
H -4.0417 -1.1177 5.1934 0.00
H -3.5093 -0.0143 3.9000 0.00
H -3.8595 -1.6762 3.4847 0.00
```

Output
Orbital gap (alpha / beta)   7.634 / 7.189 eV
Largest force on an atom   5.820 eV/Å
Net charge   +1
Multiplicity   5
Expectation value of S²   6.0109
LUMO level (alpha / beta)   -2.4768 / -2.9220 eV
Highest occupied orbital energy (alpha / beta)   -10.111 / -10.111 eV

No. 2
Entry from the OMol25 dataset: a 11-piece molecular cluster, C46H117N4O36P7 overall in a non-equilibrium geometry (wB97M-V/def2-TZVPD).

XYZ file:
```
210
Properties=species:S:1:pos:R:3:mulliken_spin:R:1
C 5.6402 4.1120 -2.0451 0.00
C 5.9461 5.4162 -2.8048 0.00
O 6.3383 4.9575 -4.1342 0.00
P 5.4293 5.2407 -5.4228 0.00
O 5.8823 4.5544 -6.6258 0.00
O 5.4189 6.9153 -5.3562 0.00
C 6.3925 7.6652 -6.0339 0.00
C 7.4624 8.2080 -5.0787 0.00
O 3.8935 4.9117 -5.0104 0.00
C 2.8226 5.5406 -5.6829 0.00
C 1.6345 4.8040 -4.9941 0.00
H 6.4061 3.3722 -1.8120 0.00
H 5.3305 4.2584 -1.0104 0.00
H 4.7830 3.5496 -2.4152 0.00
H 5.0388 6.0101 -2.9148 0.00
H 6.6441 6.1065 -2.3312 0.00
H 6.7248 7.0779 -6.8900 0.00
H 5.9437 8.5689 -6.4462 0.00
H 8.2516 8.8343 -5.4947 0.00
H 6.8246 8.9301 -4.5691 0.00
H 7.7595 7.3075 -4.5411 0.00
H 2.7521 6.6276 -5.7221 0.00
H 3.0198 5.3514 -6.7381 0.00
H 1.3304 5.4275 -4.1533 0.00
H 0.6962 4.7681 -5.5477 0.00
H 1.8575 3.8717 -4.4751 0.00
C -1.7893 -0.2999 3.0040 0.00
C -1.1807 -1.0390 1.7134 0.00
O -0.1701 -0.2712 1.1469 -0.01
P 1.3993 -0.7059 1.3219 0.02
O 1.9035 -1.2465 2.5929 0.00
O 1.6431 -1.5455 0.0242 0.01
C 1.1257 -2.8740 -0.1075 -0.04
C -0.1309 -2.7746 -1.0065 -0.05
O 2.0959 0.6789 0.9143 0.00
C 3.4709 0.8002 0.7623 0.00
C 3.8006 2.2855 0.8276 0.00
H -0.9937 -0.2351 3.7463 0.00
H -2.0702 0.6733 2.6017 0.00
H -2.6682 -0.8552 3.3317 0.00
H -0.8793 -2.0865 1.7224 0.00
H -2.0637 -1.0525 1.0745 0.00
H 1.8252 -3.5787 -0.5570 -0.01
H 0.8173 -3.1609 0.8978 0.00
H -0.6612 -1.8233 -0.9611 0.01
H 0.0883 -3.0578 -2.0359 0.07
H -0.8518 -3.5151 -0.6599 0.01
H 4.0711 0.2293 1.4709 0.00
H 3.7418 0.4903 -0.2470 0.00
H 3.8798 2.5922 1.8705 0.00
H 4.8079 2.4746 0.4568 0.00
H 3.0543 2.8770 0.2973 0.00
C -2.7832 -1.0849 7.1913 0.00
C -4.1152 -0.6408 6.5333 0.00
O -5.1233 -1.6587 6.5780 0.00
P -6.3319 -1.5887 5.5072 0.00
O -6.7036 -0.2579 4.9352 0.00
O -5.9128 -2.6692 4.4058 0.00
C -5.1706 -3.8768 4.8599 0.00
C -6.0724 -4.9988 5.4159 0.00
O -7.5461 -2.3624 6.2612 0.00
C -8.4725 -1.5535 6.9676 0.00
C -9.3366 -2.5050 7.8092 0.00
H -2.8561 -1.3764 8.2390 0.00
H -2.3596 -1.9570 6.6932 0.00
H -2.1044 -0.2321 7.1786 0.00
H -4.5785 0.2255 7.0056 0.00
H -3.9217 -0.3783 5.4932 0.00
H -4.7505 -4.2461 3.9244 0.00
H -4.2769 -3.7082 5.4606 0.00
H -5.6147 -5.9558 5.1654 0.00
H -6.3222 -4.8576 6.4675 0.00
H -7.0279 -5.0796 4.8975 0.00
H -7.9719 -0.7503 7.5082 0.00
H -9.1291 -1.0453 6.2614 0.00
H -10.1750 -1.9844 8.2721 0.00
H -9.7585 -3.2636 7.1499 0.00
H -8.8046 -3.0866 8.5620 0.00
C 7.0050 0.9472 1.2545 0.00
C 7.9087 2.1010 0.6476 0.00
O 9.0149 1.4702 -0.0783 0.00
P 8.9759 0.9889 -1.6354 0.00
O 7.7094 0.4966 -2.2779 0.00
O 9.6891 2.2630 -2.2568 0.00
C 9.0138 3.1045 -3.1423 0.00
C 9.2394 4.5143 -2.6601 0.00
O 10.2346 -0.0056 -1.7984 0.00
C 10.4881 -0.6525 -2.9603 0.00
C 11.0847 0.2656 -4.0724 0.00
H 7.5281 0.1228 1.7390 0.00
H 6.2312 1.2538 1.9584 0.00
H 6.3494 0.3716 0.6011 0.00
H 7.3386 2.6940 -0.0675 0.00
H 8.3082 2.6378 1.5081 0.00
H 9.3775 3.0230 -4.1666 0.00
H 7.9546 2.8470 -3.1431 0.00
H 9.2864 4.4968 -1.5712 0.00
H 10.2138 4.9342 -2.9099 0.00
H 8.4951 5.2334 -3.0020 0.00
H 11.0896 -1.5318 -2.7300 0.00
H 9.5127 -1.0164 -3.2831 0.00
H 11.6887 -0.4410 -4.6417 0.00
H 10.3422 0.7848 -4.6784 0.00
H 11.6729 1.0942 -3.6780 0.00
C 5.2870 5.3826 5.9881 0.00
C 4.9782 3.9279 6.5453 0.00
O 3.4975 3.7812 6.5978 0.00
P 2.6739 3.1559 5.3164 0.00
O 2.6868 3.9385 4.0924 0.00
O 1.2140 2.9841 5.9751 0.00
C 0.5206 4.1596 6.3427 0.00
C -0.7652 3.7207 7.0644 0.00
O 3.2236 1.6588 5.2824 0.00
C 3.4528 0.8785 6.4500 0.00
C 2.5388 -0.3501 6.1910 0.00
H 4.9436 5.6230 4.9819 0.00
H 4.9331 6.0734 6.7533 0.00
H 6.3552 5.5952 5.9437 0.00
H 5.5684 3.1472 6.0654 0.00
H 5.3917 3.9860 7.5522 0.00
H 1.1916 4.8535 6.8491 0.00
H 0.3874 4.8300 5.4937 0.00
H -0.5161 3.1913 7.9841 0.00
H -1.3297 4.6004 7.3738 0.00
H -1.3318 3.0451 6.4236 0.00
H 4.4389 0.4268 6.3425 0.00
H 3.1253 1.4160 7.3400 0.00
H 2.3575 -0.9846 7.0586 0.00
H 1.5763 0.0638 5.8905 0.00
H 2.7460 -0.9466 5.3026 0.00
C -3.2517 -3.9072 -2.7579 -0.03
C -4.6250 -3.2667 -3.0429 0.00
O -5.3839 -4.1760 -3.8220 0.00
P -5.1776 -4.3793 -5.4049 0.01
O -5.2593 -3.1207 -6.2136 0.00
O -3.8115 -5.1662 -5.6183 -0.02
C -3.2631 -5.2084 -6.9362 0.01
C -2.3974 -6.4682 -6.9860 -0.01
O -6.3316 -5.4946 -5.7252 0.00
C -7.5356 -4.9962 -6.2002 0.00
C -8.3714 -4.5470 -5.0326 0.00
H -3.3343 -4.4138 -1.7964 0.00
H -2.7896 -4.5951 -3.4660 0.03
H -2.4638 -3.1563 -2.6988 -0.01
H -5.1607 -3.2681 -2.0936 0.00
H -4.6730 -2.2596 -3.4568 0.00
H -4.0093 -5.2318 -7.7304 0.00
H -2.6478 -4.3496 -7.2044 0.00
H -1.4152 -6.2703 -6.5568 0.00
H -2.7990 -7.3733 -6.5303 0.00
H -2.4014 -6.6671 -8.0577 0.00
H -7.4495 -4.2289 -6.9696 0.00
H -8.1193 -5.7949 -6.6579 0.00
H -9.4235 -4.3267 -5.2133 0.00
H -8.4679 -5.3228 -4.2730 0.00
H -8.0096 -3.6763 -4.4857 0.00
C -5.7596 1.0136 -6.3325 0.00
C -5.4349 0.3361 -5.0324 0.00
O -4.8475 1.1657 -4.0128 0.00
P -5.1459 1.1957 -2.4351 0.00
O -5.2431 -0.2006 -1.9445 0.00
O -3.9412 2.0734 -1.7861 0.00
C -2.6649 1.5645 -1.6773 0.00
C -2.0363 1.9212 -0.2960 0.00
O -6.5030 2.0284 -2.2847 0.00
C -7.7855 1.4313 -2.7620 0.00
C -8.6803 1.2831 -1.4925 0.00
H -5.8949 0.3066 -7.1509 0.00
H -6.6899 1.5760 -6.2530 0.00
H -4.9595 1.7181 -6.5596 0.00
H -6.2764 -0.2873 -4.7301 0.00
H -4.7997 -0.4824 -5.3712 0.00
H -2.5246 0.5131 -1.9281 0.00
H -2.0305 1.9739 -2.4635 0.00
H -2.1008 2.9742 -0.0218 0.00
H -2.5208 1.2852 0.4448 0.00
H -0.9924 1.6075 -0.3003 0.00
H -8.3455 2.1595 -3.3487 0.00
H -7.7131 0.5210 -3.3571 0.00
H -8.4236 2.1059 -0.8252 0.00
H -9.7196 1.4079 -1.7966 0.00
H -8.7465 0.3690 -0.9025 0.00
C -0.4781 -6.3723 0.8394 0.01
N -0.9959 -5.4787 1.9009 0.00
O -0.2454 -4.7954 2.5941 0.00
O -2.1974 -5.5595 2.0240 0.00
H 0.1658 -5.9577 0.0637 0.00
H -1.3576 -6.7319 0.3054 -0.01
H 0.0774 -7.1474 1.3674 0.00
C 0.2968 -2.4130 4.7499 0.00
N -0.1070 -3.4214 5.7561 0.00
O 0.3330 -3.2800 6.8255 0.00
O -0.8106 -4.3710 5.4275 0.00
H -0.4220 -2.4983 3.9350 0.00
H 1.3236 -2.6600 4.4802 0.00
H 0.1895 -1.4449 5.2391 0.00
C 2.3109 -3.8897 -3.7257 -0.05
N 1.4804 -4.7481 -4.5640 0.46
O 1.2609 -5.8917 -4.0946 0.24
O 1.0595 -4.3460 -5.6540 0.26
H 1.6100 -3.1688 -3.3048 0.06
H 3.0704 -3.3701 -4.3099 0.01
H 2.8399 -4.4871 -2.9831 0.00
C -6.7729 -1.6062 0.6385 0.00
N -5.4188 -2.0370 1.0952 0.00
O -4.7512 -1.2354 1.6830 0.00
O -5.0902 -3.1994 0.9390 0.00
H -7.5581 -1.5926 1.3944 0.00
H -6.9362 -2.2486 -0.2269 0.00
H -6.6921 -0.5725 0.3026 0.00
```

Output
Orbital gap (alpha / beta)   2.303 / 5.865 eV
Largest force on an atom   4.748 eV/Å
Net charge   -1
Multiplicity   2
Expectation value of S²   0.7535
LUMO level (alpha / beta)   1.6447 / 1.6447 eV
Highest occupied orbital energy (alpha / beta)   -0.658 / -4.220 eV